The following is a quantum chemistry calculation of a structure of composition C31H44BF3IrN5S2Si3 at a distorted geometry, from the Open Molecules 2025 dataset.

Geometry as XYZ:
```
90
Properties=species:S:1:pos:R:3:forces:R:3
Ir 0.390 -0.557 0.084 -1.85 -0.79 -1.71
C 1.485 -4.414 1.010 -0.73 0.08 0.44
N 0.576 -4.110 2.137 -0.24 0.43 0.41
C 0.551 -4.779 3.370 0.84 -0.48 -1.33
C -0.505 -4.344 4.058 -0.85 1.08 0.09
N -1.117 -3.325 3.323 1.28 -0.41 -0.49
B -2.211 -2.363 3.859 -0.89 -0.31 0.10
N -1.770 -0.874 3.995 2.06 -0.24 0.22
C -2.699 0.120 4.061 -0.83 -0.08 -0.41
C -2.090 1.302 4.128 1.23 1.22 0.29
N -0.707 1.065 4.152 -0.53 -0.71 0.38
C 0.381 2.049 4.237 -0.28 -0.66 -0.31
C -0.502 -0.310 4.141 -2.53 1.31 -0.38
S 0.986 -0.986 4.389 1.08 -1.01 -0.10
C -0.457 -3.192 2.131 0.73 -1.88 2.50
S -0.981 -2.135 0.920 -0.86 -0.24 -0.57
H 2.304 -5.060 1.354 -0.37 0.27 0.01
H 1.891 -3.469 0.633 -0.08 -0.25 -0.11
H 0.894 -4.946 0.242 0.46 0.33 0.16
H 1.296 -5.525 3.643 -0.31 0.26 -0.30
H -0.866 -4.695 5.024 0.08 0.53 -0.39
H -2.665 -2.780 4.882 0.48 -0.22 0.61
H -3.157 -2.492 3.134 -0.10 0.55 -0.57
H -3.760 -0.082 4.033 0.19 -0.09 -0.07
H -2.470 2.306 4.225 -0.08 -0.10 -0.12
H 0.041 2.995 4.681 -0.09 -0.36 -0.29
H 0.773 2.181 3.210 -0.04 0.24 0.52
H 1.169 1.610 4.860 -0.18 0.17 -0.16
C -0.785 -3.644 -2.549 -0.98 -0.41 0.06
Si -0.844 -1.788 -2.871 0.26 0.18 -0.80
C -2.524 -1.144 -2.384 -0.78 -0.17 0.69
C -0.675 -1.766 -4.778 -0.33 -0.64 0.06
C 0.528 -0.714 -2.162 -1.02 -0.62 0.49
Si 0.487 1.084 -2.658 -0.06 -0.36 -0.95
C -1.194 1.904 -2.616 -0.51 0.16 0.56
C 0.829 1.227 -4.523 0.85 0.51 -0.31
C 1.799 2.141 -1.836 -0.50 1.08 0.24
Si 2.150 -1.466 -2.435 0.65 0.81 -0.44
C 2.414 -3.298 -2.642 0.45 -1.02 0.03
C 3.280 -0.710 -3.758 0.46 -0.25 -0.27
C 3.026 -0.918 -0.855 0.89 -0.41 1.51
C 4.399 -0.974 -0.755 0.88 0.14 -0.35
C 5.073 -0.745 0.437 -0.64 -0.35 0.27
C 4.298 -0.532 1.579 1.23 0.22 -0.06
C 2.936 -0.458 1.487 0.04 -0.02 -0.47
N 2.347 -0.638 0.304 1.77 -0.57 -0.63
H -1.858 -3.998 -2.668 1.19 0.30 0.13
H -0.445 -3.960 -1.561 -0.10 0.08 0.01
H -0.182 -4.161 -3.303 -0.10 0.07 0.09
H -3.152 -1.961 -1.972 0.35 0.30 -0.21
H -3.058 -0.779 -3.273 0.12 0.21 0.31
H -2.488 -0.375 -1.583 -0.03 -0.33 -0.67
H -1.477 -2.406 -5.224 0.59 0.33 0.29
H 0.309 -2.192 -5.075 -0.53 0.25 0.08
H -0.779 -0.776 -5.213 0.05 0.09 -0.05
H -1.722 1.681 -3.564 0.15 0.09 0.59
H -0.970 2.984 -2.596 -0.28 -0.19 -0.04
H -1.846 1.666 -1.747 0.50 0.25 -0.64
H -0.087 1.528 -5.031 -0.03 -0.04 -0.09
H 1.229 0.344 -5.041 -0.18 0.36 0.27
H 1.556 2.063 -4.675 -0.39 -0.56 -0.02
H 1.540 2.401 -0.791 0.20 -0.16 -0.46
H 1.780 3.091 -2.424 0.02 -0.46 0.43
H 2.823 1.790 -1.879 0.13 -0.28 0.03
H 2.102 -3.720 -3.628 0.13 0.50 0.66
H 1.945 -3.916 -1.856 0.17 0.26 -0.34
H 3.521 -3.459 -2.574 -0.78 0.10 -0.03
H 2.883 -0.873 -4.787 0.41 0.19 0.73
H 4.266 -1.237 -3.683 -0.73 0.35 -0.21
H 3.483 0.365 -3.584 -0.25 -0.51 -0.27
H 4.974 -1.201 -1.650 -0.07 0.04 0.16
H 6.155 -0.829 0.460 -0.15 0.15 0.19
H 4.747 -0.395 2.545 0.19 0.02 0.24
H 2.289 -0.292 2.341 -0.01 -0.01 0.09
F -2.839 8.072 0.876 -1.08 -0.87 0.16
C -3.780 7.080 1.042 -0.30 0.80 0.31
F -4.478 7.393 2.200 0.67 -0.20 -1.38
F -4.662 7.173 -0.007 0.90 -0.05 1.22
C -3.125 5.732 1.139 -0.03 -1.49 -0.29
C -1.917 5.585 1.862 -1.19 0.71 -0.56
C -1.211 4.413 1.819 -0.77 -1.78 -0.65
C -1.765 3.288 1.136 -0.61 1.07 -0.85
C -3.040 3.400 0.473 1.36 0.16 1.22
C -3.709 4.592 0.478 0.89 2.11 0.58
C -1.030 2.106 0.886 0.43 -0.97 0.38
C -0.469 1.034 0.634 -1.08 2.37 0.71
H -1.520 6.404 2.444 -0.01 0.25 -0.18
H -0.247 4.319 2.288 0.09 -0.01 0.10
H -3.467 2.553 -0.023 0.03 -0.39 -0.22
H -4.605 4.721 -0.112 -0.13 0.00 0.15
```
Forces are in eV/Å.

For the lowest unoccupied orbital energy (spin up / spin down), the calculation gives -0.0112 / -0.0873 Eh. As for the total charge: 0. Its HOMO energy (spin up / spin down) is -6.898 / -6.902 eV. As for the spin multiplicity: 5.

=====

The following is a quantum chemistry calculation of the molecule C8H18ClNSi at a distorted geometry, from the Open Molecules 2025 dataset.

Geometry as XYZ:
```
29
Properties=species:S:1:pos:R:3:forces:R:3
C -2.155 2.277 -0.850 -0.87 -0.10 -0.60
C -1.673 1.075 -0.812 1.82 -3.74 0.49
Si 0.162 0.521 -0.603 -1.83 0.16 2.49
Cl 1.450 2.112 -0.639 0.37 0.32 -0.38
N 0.573 -0.553 -1.872 1.34 -0.30 -0.62
C -0.391 -1.340 -2.616 0.97 -2.10 2.29
C 1.963 -0.984 -2.190 -0.98 1.70 0.03
C 0.137 0.095 1.544 3.01 0.24 -2.03
C -1.134 -0.551 1.899 -0.99 -1.44 2.34
C 1.341 -0.908 1.780 0.22 2.19 2.94
C 0.373 1.412 2.364 -2.31 -1.94 1.03
H -3.194 2.224 -1.072 -0.96 1.28 0.29
H -1.549 3.143 -0.820 0.24 0.92 -0.10
H -2.394 0.190 -0.751 0.78 1.29 -0.42
H -1.326 -1.080 -2.248 -2.06 0.79 -0.40
H -0.255 -1.472 -3.662 0.03 0.95 -1.07
H -0.338 -2.395 -2.260 0.20 0.18 -0.08
H 2.581 -0.164 -2.519 0.05 0.56 -0.27
H 2.473 -1.378 -1.368 0.64 -0.93 1.52
H 1.966 -1.703 -2.967 -0.21 -0.77 -0.74
H -1.986 0.036 1.659 -0.84 0.60 -0.48
H -1.290 -1.579 1.506 0.26 0.65 0.01
H -1.229 -0.655 3.044 0.33 -0.02 -1.31
H 1.990 -0.908 0.954 1.30 0.03 -0.86
H 1.013 -1.891 1.935 -0.74 -1.54 -0.03
H 1.958 -0.692 2.795 -1.27 -0.12 -2.35
H -0.571 1.949 2.341 -0.40 0.24 -0.02
H 0.454 1.109 3.481 0.56 0.66 -1.76
H 1.051 2.110 1.948 1.34 0.22 0.10
```
Forces are in eV/Å.

For the lowest unoccupied orbital energy, the calculation gives 0.0289 Eh. As for the total charge: 0. The relative energy (zero: lowest compared OMol25 entry of this formula, charge and spin) comes out at 0.00 kcal/mol. Its HOMO energy is -8.312 eV. The SMILES is C=C[Si@](Cl)(N(C)C)C(C)(C)C.

=====

The following is a quantum chemistry calculation of the molecule C5H15N2 at a distorted geometry, from the Open Molecules 2025 dataset.

Geometry as XYZ:
```
22
Properties=species:S:1:pos:R:3:forces:R:3
C -1.962 0.460 1.503 -0.25 -0.42 -1.54
C -0.611 0.602 0.797 0.67 1.61 0.74
C -0.510 -0.104 -0.524 -0.48 -0.56 -1.07
C 0.795 -0.136 -1.332 1.11 -0.32 1.73
C 1.800 -1.177 -0.725 -1.16 -0.13 -0.53
N 1.153 -2.515 -0.583 0.89 -0.03 0.22
N -0.377 2.113 0.576 -1.10 0.28 -1.05
H -2.011 -0.562 1.884 -0.02 0.29 0.69
H -2.777 0.489 0.772 0.10 0.15 -0.18
H -2.172 1.291 2.166 0.20 -0.39 0.65
H 0.146 0.367 1.544 0.26 -0.43 -0.31
H -1.266 0.346 -1.179 -0.11 -0.07 0.17
H -0.814 -1.141 -0.375 -0.10 -0.04 0.07
H 1.296 0.830 -1.212 -0.02 0.09 -0.50
H 0.610 -0.330 -2.382 -0.14 -0.03 -0.12
H 2.696 -1.292 -1.335 0.12 0.50 0.00
H 2.075 -0.805 0.260 0.14 -0.13 0.08
H 1.383 -3.053 -1.413 -0.37 0.12 -0.29
H 1.695 -3.031 0.110 -0.31 0.14 0.21
H -1.120 2.476 -0.086 0.13 -0.11 0.28
H 0.497 2.491 0.102 0.22 -0.57 0.39
H -0.526 2.685 1.430 0.23 0.06 0.33
```
Forces are in eV/Å.

For the lowest unoccupied orbital energy (spin up / spin down), the calculation gives 0.0346 / 0.0294 Eh. As for the total charge: 0. The relative energy (zero: lowest compared OMol25 entry of this formula, charge and spin) comes out at 35.75 kcal/mol. Its HOMO energy (spin up / spin down) is -3.471 / -9.944 eV. As for the spin multiplicity: 2.

=====

The following is a quantum chemistry calculation of a structure of composition C29H24N6O5SSn, from the Open Molecules 2025 dataset.

Geometry as XYZ:
```
66
Properties=species:S:1:pos:R:3:forces:R:3
Sn 0.025 -0.484 0.122 0.12 -0.24 -0.46
C -2.716 2.737 1.597 -0.04 0.09 0.02
C -3.061 3.524 0.497 0.03 -0.01 -0.11
C -2.353 3.394 -0.672 0.00 0.01 0.05
C -1.286 2.476 -0.766 0.19 -0.08 -0.08
N -1.026 1.659 0.280 -0.03 -0.24 0.07
C -1.710 1.822 1.432 0.06 -0.17 0.01
N -0.550 2.532 -1.926 -0.34 0.03 0.03
C 0.574 1.907 -2.128 0.01 -0.06 0.08
N 1.166 0.926 -1.413 0.18 0.17 0.20
C 2.427 0.686 -1.950 0.05 -0.30 0.06
N 3.347 -0.127 -1.587 -0.05 0.05 0.02
C 3.394 -0.862 -0.402 -0.22 0.08 0.23
C 4.188 -2.015 -0.394 0.05 0.03 -0.12
C 4.399 -2.686 0.792 -0.03 -0.02 -0.04
C 3.837 -2.190 1.964 0.03 -0.06 0.00
C 3.025 -1.080 1.867 -0.10 0.13 -0.19
N 2.775 -0.440 0.714 0.13 0.01 -0.04
C 2.607 1.554 -3.146 -0.13 0.01 0.06
C 3.669 1.731 -4.009 0.12 -0.06 -0.02
C 3.531 2.687 -5.012 0.02 -0.05 0.03
C 2.363 3.436 -5.135 -0.06 0.01 0.04
C 1.300 3.254 -4.254 -0.05 0.06 -0.07
C 1.448 2.300 -3.267 -0.01 -0.05 0.09
H -3.224 2.830 2.547 0.03 -0.04 -0.04
H -3.870 4.242 0.570 0.02 -0.01 -0.02
H -2.555 4.004 -1.542 0.01 0.02 0.03
H -1.424 1.162 2.246 0.00 -0.02 -0.08
H 4.629 -2.340 -1.328 0.02 0.03 0.07
H 5.002 -3.585 0.812 0.03 0.04 -0.02
H 4.011 -2.666 2.920 -0.05 0.03 -0.05
H 2.519 -0.684 2.740 -0.03 -0.03 -0.04
H 4.577 1.149 -3.897 -0.07 0.04 0.00
H 4.348 2.858 -5.701 -0.03 -0.01 0.00
H 2.288 4.183 -5.916 0.00 -0.04 0.01
H 0.392 3.841 -4.325 0.06 -0.02 0.02
O -2.512 -1.121 0.640 0.06 0.08 0.36
C -3.044 -1.461 1.697 0.05 0.03 -0.29
C -2.459 -1.657 3.003 0.37 0.14 -0.04
C -3.353 -2.038 4.008 -0.15 -0.03 0.02
C -2.925 -2.270 5.285 0.06 0.00 0.12
C -1.561 -2.139 5.616 -0.14 -0.05 0.12
C -0.662 -1.766 4.666 0.01 0.04 -0.10
C -1.050 -1.492 3.309 -0.22 -0.08 -0.02
O -0.172 -1.140 2.462 -0.20 0.30 0.14
N -3.886 -2.649 6.313 -0.12 -0.09 0.12
O -5.060 -2.784 5.997 0.29 0.08 -0.05
O -3.470 -2.816 7.449 0.01 0.05 -0.21
H -4.132 -1.660 1.673 0.00 0.00 0.03
H -4.406 -2.153 3.784 0.00 0.00 -0.03
H -1.255 -2.342 6.633 0.01 0.02 -0.02
H 0.390 -1.658 4.904 -0.06 -0.01 -0.02
O -1.098 -1.102 -2.038 -0.18 0.27 -0.13
S -2.315 -1.257 -2.920 0.15 -0.11 0.07
C -3.569 0.002 -2.483 0.06 0.09 0.05
C -3.521 1.106 -3.536 -0.03 -0.08 0.03
C -3.149 0.406 -4.842 0.06 0.02 0.05
C -1.923 -0.431 -4.497 -0.10 -0.03 -0.01
H -3.341 0.321 -1.465 -0.01 -0.06 0.01
H -4.527 -0.522 -2.483 0.05 0.02 0.02
H -2.745 1.826 -3.273 0.04 0.06 -0.02
H -4.472 1.637 -3.604 0.03 -0.04 0.03
H -2.943 1.110 -5.649 0.04 -0.03 0.00
H -3.964 -0.248 -5.167 0.00 0.06 -0.03
H -1.044 0.185 -4.289 -0.03 -0.01 0.03
H -1.675 -1.193 -5.235 0.03 0.02 0.03
```
Forces are in eV/Å.

For the lowest unoccupied orbital energy, the calculation gives -0.0236 Eh. As for the total charge: 0. The relative energy (zero: lowest compared OMol25 entry of this formula, charge and spin) comes out at 8.19 kcal/mol. Its HOMO energy is -7.979 eV.

=====

The following is a quantum chemistry calculation of a cluster of 5 separate species, C28H33BF4N3O2 in total at a distorted geometry, from the Open Molecules 2025 dataset.

Geometry as XYZ:
```
71
Properties=species:S:1:pos:R:3:forces:R:3
N -3.219 -1.332 3.013 0.22 -0.26 -0.81
C -2.835 -1.339 1.551 0.22 1.01 -0.40
N -1.598 -0.424 1.434 -1.26 0.83 -0.55
N -2.350 -2.729 1.186 -1.09 0.32 0.31
C -3.955 -0.710 0.532 0.87 -0.89 -0.15
B -5.517 -1.054 0.910 -0.39 0.46 -1.23
O -6.333 -0.084 1.668 -2.03 0.21 1.07
C -7.710 -0.632 1.475 1.78 1.26 -0.51
C -7.376 -2.257 1.546 -1.05 1.74 -0.72
O -5.882 -2.372 1.464 -3.18 -0.67 0.83
H -3.656 -2.225 3.328 0.18 1.43 -0.68
H -3.766 -0.488 3.292 0.24 -1.38 -0.71
H -1.635 -0.115 0.418 0.10 -0.34 1.54
H -1.881 0.457 1.956 0.46 -1.36 -0.81
H -3.072 -3.445 1.452 0.74 1.17 -0.67
H -2.141 -2.822 0.166 -0.65 0.36 1.36
H -3.857 0.452 0.352 0.02 -2.14 0.63
H -3.751 -1.212 -0.532 -0.31 1.06 2.16
H -6.036 -1.018 -0.170 -0.45 -0.02 -1.48
H -8.000 -0.159 0.443 0.23 -1.64 1.38
H -8.554 -0.204 2.182 2.03 -1.02 -0.64
H -7.892 -2.579 2.547 1.49 -0.09 -1.79
H -7.992 -2.640 0.598 1.69 0.00 1.94
F 0.437 1.451 -1.168 -0.36 0.06 -0.24
C 1.533 1.241 -0.427 1.25 -0.28 0.90
C 1.447 0.447 0.712 -0.08 0.01 -0.11
C 2.590 0.224 1.480 0.16 0.35 -0.43
C 3.804 0.807 1.107 0.00 0.00 0.02
C 3.878 1.605 -0.035 -0.30 -0.22 0.21
C 2.738 1.819 -0.809 -0.12 0.08 -0.14
H 0.494 0.010 0.990 -0.03 -0.09 0.08
H 2.535 -0.401 2.368 -0.08 0.11 -0.17
H 4.693 0.636 1.710 -0.16 0.03 -0.14
H 4.823 2.061 -0.321 -0.17 -0.07 0.00
H 2.780 2.430 -1.705 0.00 -0.03 0.05
F -2.352 -3.213 -1.972 -0.02 -0.01 -0.08
C -1.212 -3.762 -2.410 0.78 -0.37 -0.32
C -1.091 -5.147 -2.449 -0.05 -0.03 0.00
C 0.094 -5.720 -2.911 0.06 0.50 -0.02
C 1.150 -4.901 -3.317 -0.06 -0.03 0.02
C 1.021 -3.512 -3.269 -0.29 -0.32 0.09
C -0.168 -2.940 -2.818 -0.03 0.05 0.01
H -1.919 -5.767 -2.122 0.05 0.12 -0.02
H 0.196 -6.802 -2.953 -0.05 0.19 0.04
H 2.076 -5.348 -3.673 -0.16 0.09 0.07
H 1.846 -2.877 -3.582 -0.18 -0.08 0.07
H -0.289 -1.862 -2.783 -0.03 -0.10 0.05
F 2.694 3.754 -4.190 0.32 0.04 0.13
C 1.479 3.601 -4.734 -1.18 -0.15 -0.50
C 1.309 3.813 -6.098 0.10 0.01 0.01
C 0.046 3.649 -6.666 -0.08 -0.08 0.47
C -1.037 3.287 -5.861 0.08 0.02 -0.05
C -0.857 3.082 -4.492 0.25 0.10 -0.30
C 0.409 3.234 -3.926 0.13 0.07 0.07
H 2.160 4.102 -6.706 -0.05 -0.04 0.09
H -0.096 3.805 -7.733 0.06 -0.01 0.19
H -2.023 3.164 -6.304 0.19 0.02 0.10
H -1.702 2.804 -3.867 0.20 0.03 -0.08
H 0.568 3.070 -2.866 -0.03 0.01 -0.14
F 6.542 0.434 3.279 0.06 -0.15 -0.14
C 6.395 1.339 4.256 -0.13 0.76 0.81
C 6.365 0.916 5.581 0.02 -0.05 -0.03
C 6.217 1.858 6.599 0.00 0.26 -0.42
C 6.090 3.213 6.280 0.02 -0.07 0.00
C 6.117 3.626 4.947 0.05 -0.39 0.19
C 6.276 2.685 3.930 0.01 -0.04 -0.06
H 6.456 -0.141 5.809 -0.01 0.10 -0.07
H 6.199 1.539 7.638 -0.01 0.02 -0.21
H 5.971 3.947 7.074 0.01 -0.14 -0.16
H 6.015 4.680 4.701 0.02 -0.21 0.01
H 6.308 2.990 2.890 -0.04 -0.08 0.08
```
Forces are in eV/Å.

For the lowest unoccupied orbital energy, the calculation gives 0.0822 Eh. As for the total charge: -1. Its HOMO energy is -3.796 eV.